ORCA calculation (ωB97M-V/def2-TZVPD) on 2 unconnected molecules or ions with the total composition CH4Se in a non-equilibrium geometry.

Last column: Löwdin charge in e.
Atoms and positions in Å:
C -0.276469 0.368295 -0.115770  -0.5375
Se 1.514231 -0.056759 0.016811  0.7112
H -1.238069 -1.496603 -1.316798  0.0969
H -0.998616 0.233701 0.638320  -0.0336
H -0.585671 1.088337 -0.722386  -0.0884
H 1.584592 -0.136973 1.499824  -0.1487

Forces on atoms 1 to 2 (eV/Å):
C 0.532 -2.945 1.413
Se 0.282 0.096 0.497

Charge: 0
E_tot (eV): -66443.07906
Max |F| (eV Å⁻¹): 4.263
Energy relative to the best compared isomer or geometry (same formula, charge and spin) (kcal/mol): 99.4